Entry A
DFT (the ωB97M-V functional and the def2-TZVPD basis) results for an isolated ion of composition C5H10NO2 and charge -1.

The HOMO energy comes out at -2.64 eV. Its HOMO-LUMO gap is 6.4 eV. The LUMO energy is 3.72 eV. Its charge is -1.

```
18
C5H10NO2 the ωB97M-V functional and the def2-TZVPD basis
C -0.36820 1.86252 -1.51431
C 0.69542 0.82818 -1.17504
O 1.77337 0.90927 -1.78347
N 0.42717 -0.10163 -0.25146
C 1.41054 -1.15565 -0.05940
C -0.86411 -0.27254 0.44329
C -0.77950 -0.80734 1.93100
O -1.90132 -0.49395 2.60370
H -1.23716 1.31329 -1.89306
H -0.77778 2.24391 -0.57106
H -0.06107 2.61738 -2.21929
H 2.07087 -0.97033 0.77887
H 2.03685 -1.17659 -0.94892
H 0.87672 -2.09851 -0.02647
H -1.42177 0.65322 0.52407
H -1.37192 -1.09036 -0.08603
H 0.12411 -0.35131 2.42495
H -0.63218 -1.90958 1.82263
```

Results of the Löwdin charge analysis, in e, for atoms 1 through 6: atom 1 (C): -0.01, atom 2 (C): -0.53, atom 3 (O): -0.03, atom 4 (N): -0.11, atom 5 (C): -0.05, atom 6 (C): -0.16

Entry B
DFT (the ωB97M-V functional and the def2-TZVPD basis) results for C5H10NO2 as an isolated structure.

The HOMO energy comes out at -3.27 eV. Its HOMO-LUMO gap is 7.3 eV. The LUMO energy is 3.99 eV. Its charge is -1.

```
18
C5H10NO2 the ωB97M-V functional and the def2-TZVPD basis
C -0.67753 -1.13415 1.20542
C 0.45469 -0.87188 0.20325
C 0.70001 0.69188 0.01396
C 1.01457 1.58142 1.12983
O 2.12852 1.97281 1.41260
N 0.11828 -1.57070 -1.02731
C -1.54580 -0.88097 -1.61644
O -1.84078 0.30774 -1.34784
H -1.51069 -0.49679 0.89867
H -0.98171 -2.18088 1.15059
H -0.45526 -0.84240 2.23634
H 1.35132 -1.28790 0.68490
H -0.26540 0.81368 -0.49730
H 1.46947 0.75997 -0.76644
H 0.16051 1.96629 1.72447
H 0.81586 -1.19698 -1.68100
H -2.07065 -1.69755 -1.08951
H -1.32498 -1.20320 -2.64875
```

Results of the Löwdin charge analysis, in e, for atoms 1 through 6: atom 1 (C): -0.10, atom 2 (C): -0.49, atom 3 (C): -0.14, atom 4 (C): -0.30, atom 5 (O): -0.01, atom 6 (N): -0.06

It turns out entry A is the most stable, with the second structure 0.0381 hartree higher.

Entry A
DFT (the ωB97M-V functional and the def2-TZVPD basis) results for a 3-piece molecular cluster, C4H8O2 overall.

The HOMO energy comes out at -9.54 eV. Its HOMO-LUMO gap is 10.5 eV. The LUMO energy is 0.93 eV.

```
14
C4H8O2 the ωB97M-V functional and the def2-TZVPD basis
C 0.77481 1.73024 -1.35299
O -0.20856 1.13878 -0.64232
C 0.21725 0.07127 0.06443
C -0.95419 -0.66408 0.66661
C -0.73998 -1.75644 1.61277
O -1.24261 -0.51239 2.06341
H 0.31759 2.50515 -1.99337
H 1.62339 2.09295 -0.76169
H 1.38452 0.42837 -1.80027
H 1.03379 0.27655 0.76701
H 1.12823 -0.43159 -1.10827
H -1.85261 -0.67265 0.04700
H 0.27888 -1.97892 1.93128
H -1.42843 -2.60037 1.62851
```

Results of the Löwdin charge analysis, in e, for atoms 1 through 6: atom 1 (C): -0.13, atom 2 (O): -0.19, atom 3 (C): -0.20, atom 4 (C): -0.26, atom 5 (C): -0.13, atom 6 (O): -0.03

Entry B
DFT (the ωB97M-V functional and the def2-TZVPD basis) results for C4H8O2 in the gas phase.

The HOMO energy comes out at -7.96 eV. Its HOMO-LUMO gap is 8.9 eV. The LUMO energy is 0.93 eV.

```
14
C4H8O2 the ωB97M-V functional and the def2-TZVPD basis
C 0.27301 1.72149 0.51447
C -0.70447 0.46267 -1.45077
O 0.78316 0.50571 -0.07570
C 0.57384 -0.74514 0.57805
C -0.54271 -1.47648 -0.20693
O -1.35759 -0.42166 -0.68162
H -0.81542 1.70730 0.65176
H 0.50290 2.50862 -0.20818
H 0.79518 1.89416 1.45682
H 0.04986 -0.07835 -2.06324
H 1.51693 -1.29996 0.52713
H 0.29784 -0.60607 1.62832
H -1.14213 -2.14148 0.42242
H -0.13485 -2.04472 -1.05337
```

Results of the Löwdin charge analysis, in e, for atoms 1 through 6: atom 1 (C): -0.09, atom 2 (C): 0.03, atom 3 (O): -0.26, atom 4 (C): -0.15, atom 5 (C): -0.17, atom 6 (O): -0.18

Entry C
DFT (the ωB97M-V functional and the def2-TZVPD basis) results for C4H8O2 in the gas phase.

The HOMO energy comes out at -9.70 eV. Its HOMO-LUMO gap is 10.7 eV. The LUMO energy is 1.01 eV.

```
14
C4H8O2 the ωB97M-V functional and the def2-TZVPD basis
C 2.45235 -0.40378 -0.08783
O 1.03795 -0.06800 -0.40653
C 0.43939 0.67264 0.55499
C -1.01340 1.05394 -0.06886
C -1.76702 -0.16090 -0.31783
O -1.65359 -1.21307 0.32758
H 2.77204 -0.91949 -1.08131
H 2.39109 -1.14407 0.75090
H 2.98943 0.49337 0.18505
H 0.24743 0.05466 1.48659
H 0.94579 1.55828 0.70502
H -0.87344 1.51856 -1.04918
H -1.73475 1.73290 0.46064
H -2.48035 -0.01715 -1.30899
```

Results of the Löwdin charge analysis, in e, for atoms 1 through 6: atom 1 (C): -0.04, atom 2 (O): -0.22, atom 3 (C): -0.26, atom 4 (C): -0.13, atom 5 (C): -0.29, atom 6 (O): 0.02

It turns out entry C is the most stable, with the second structure 0.0897 hartree higher.

Entry A
DFT (the ωB97M-V functional and the def2-TZVPD basis) results for C4H8O2 in the gas phase.

The HOMO energy comes out at -9.64 eV. Its HOMO-LUMO gap is 10.5 eV. The LUMO energy is 0.88 eV.

```
14
C4H8O2 the ωB97M-V functional and the def2-TZVPD basis
O 2.05531 0.98570 0.46721
C 1.30939 -0.14567 0.04102
C -0.15484 0.15887 0.33276
C -1.08601 0.63448 -0.80070
O -1.95361 -0.49609 -0.63368
C -1.19558 -0.96593 0.48654
H 2.97526 0.87088 0.19899
H 1.61580 -1.05105 0.59192
H 1.47116 -0.33531 -1.03312
H -0.16444 0.81120 1.20740
H -1.60281 1.58127 -0.60171
H -0.66540 0.66994 -1.81543
H -1.76893 -0.88619 1.42093
H -0.86818 -2.00686 0.36475
```

Results of the Löwdin charge analysis, in e, for atoms 1 through 6: atom 1 (O): -0.07, atom 2 (C): -0.23, atom 3 (C): -0.23, atom 4 (C): -0.14, atom 5 (O): -0.12, atom 6 (C): -0.15

Entry B
DFT (the ωB97M-V functional and the def2-TZVPD basis) results for C4H8O2 in the gas phase.

The HOMO energy comes out at -10.19 eV. Its HOMO-LUMO gap is 11.2 eV. The LUMO energy is 1.04 eV.

```
14
C4H8O2 the ωB97M-V functional and the def2-TZVPD basis
C 1.42246 -0.62378 0.82010
C 0.45175 0.45797 0.28173
O 1.10131 1.52108 -0.44781
C -0.47580 -0.12978 -0.71098
C -1.86572 -0.38865 -0.41679
O -1.43972 0.77703 -1.18159
H 1.67449 -1.39667 0.07932
H 2.33368 -0.11301 1.10823
H 1.06443 -1.17639 1.70898
H -0.13198 0.85209 1.13129
H 0.50343 2.29369 -0.52346
H -0.00407 -0.70381 -1.51029
H -2.30489 -0.09604 0.53220
H -2.32937 -1.27375 -0.87092
```

Results of the Löwdin charge analysis, in e, for atoms 1 through 6: atom 1 (C): -0.03, atom 2 (C): -0.38, atom 3 (O): -0.04, atom 4 (C): -0.34, atom 5 (C): -0.08, atom 6 (O): -0.02

Entry C
DFT (the ωB97M-V functional and the def2-TZVPD basis) results for C4H8O2 in the gas phase.

The HOMO energy comes out at -10.13 eV. Its HOMO-LUMO gap is 11.0 eV. The LUMO energy is 0.87 eV.

```
14
C4H8O2 the ωB97M-V functional and the def2-TZVPD basis
O -0.33829 1.15642 2.05580
C -0.92878 0.59759 0.90072
C -0.16271 -0.60732 0.41004
C -0.27344 -1.00951 -1.03851
C 0.98689 -0.37889 -0.52619
O 1.28099 0.95382 -0.84043
H 0.54822 1.44136 1.79717
H -0.99803 1.33848 0.09158
H -1.94710 0.31451 1.18368
H -0.04603 -1.39773 1.14803
H -0.91674 -0.39970 -1.67047
H -0.25951 -2.06507 -1.29494
H 1.86609 -1.01525 -0.42412
H 1.18845 1.07129 -1.79239
```

Results of the Löwdin charge analysis, in e, for atoms 1 through 6: atom 1 (O): -0.05, atom 2 (C): -0.25, atom 3 (C): -0.22, atom 4 (C): -0.06, atom 5 (C): -0.34, atom 6 (O): -0.02

Entry D
DFT (the ωB97M-V functional and the def2-TZVPD basis) results for C4H8O2 in the gas phase.

The HOMO energy comes out at -10.10 eV. Its HOMO-LUMO gap is 11.2 eV. The LUMO energy is 1.07 eV.

```
14
C4H8O2 the ωB97M-V functional and the def2-TZVPD basis
C 1.95123 0.35270 -0.68573
C 0.70071 0.11939 0.10222
O -0.22427 1.21667 0.06368
C -0.62692 -0.04220 -0.47912
C -1.68189 -0.70059 0.39367
O -1.49572 -0.25727 1.71530
H 1.70492 0.83389 -1.63570
H 2.60872 1.01662 -0.11428
H 2.49143 -0.58062 -0.87153
H 0.82893 -0.33420 1.08745
H -0.75635 -0.06553 -1.56055
H -2.69038 -0.44198 0.04066
H -1.56700 -1.78975 0.35227
H -1.24342 0.67288 1.59166
```

Results of the Löwdin charge analysis, in e, for atoms 1 through 6: atom 1 (C): -0.03, atom 2 (C): -0.31, atom 3 (O): -0.03, atom 4 (C): -0.23, atom 5 (C): -0.21, atom 6 (O): -0.07

It turns out entry C is the most stable, with the second structure 0.0022 hartree higher.